The following is a DFT calculation (ωB97M-V with the def2-TZVPD basis set) of C22H11N3O6PdS2 as an isolated structure.

Structure (ORCA input):
```
! wB97M-V def2-TZVPD RIJCOSX def2/J DEFGRID3
* xyz 0 5
Pd -0.28029 0.45441 0.01110
S 2.13365 0.22822 0.42810
C 2.26226 0.84631 1.98207
C 3.58377 0.92492 2.53971
N 4.65212 0.99073 2.95919
C 1.18126 1.27247 2.77701
S -0.43162 1.22673 2.32257
C 1.46546 1.75512 4.10016
N 1.67472 2.13569 5.16440
O -4.11625 1.80224 -0.69374
C -2.92324 1.59229 -0.54852
O -2.35207 0.45585 -0.42659
C -2.00132 2.81866 -0.48791
C -2.59597 4.09802 -0.43014
C -1.79653 5.19404 -0.35328
C -0.39074 5.03536 -0.38237
C 0.50179 6.13155 -0.33349
C 1.85029 5.93126 -0.39318
C 2.36441 4.62335 -0.51782
C 1.52640 3.54581 -0.56184
C 0.12865 3.72676 -0.47711
N -0.70013 2.63748 -0.49425
H -3.67478 4.14189 -0.43618
H -2.21410 6.19103 -0.27925
H 0.09039 7.13001 -0.24976
H 2.52857 6.77301 -0.35223
H 3.43418 4.47292 -0.58056
H 1.91259 2.54283 -0.66745
O 0.11325 -1.48177 -1.53085
C -0.18983 -2.17233 -0.54226
O -0.47480 -1.79170 0.61305
C -0.24970 -3.67812 -0.77019
C 0.26069 -4.19125 -2.00726
C 0.23010 -5.52840 -2.32313
C -0.34197 -6.34007 -1.35681
O -0.51260 -7.65620 -1.38677
C -1.14378 -8.03646 -0.15990
O -1.33517 -6.84266 0.59125
C -0.85342 -5.82894 -0.12706
C -0.81596 -4.49014 0.19171
H 0.66709 -3.44854 -2.68147
H 0.61316 -5.93227 -3.24807
H -0.48141 -8.70625 0.38620
H -2.11147 -8.48283 -0.38290
H -1.18767 -4.07101 1.11581
*
```

Computed properties:
- ⟨S²⟩ = 6.051
- Kohn-Sham gap (alpha / beta) (eV) = 6.62 / 4.15
- energy relative to the best compared isomer or geometry (same formula, charge and spin) (kcal/mol) = 0.0
- DFT total energy (a.u.) = -2384.84621


The following is a DFT calculation (ωB97M-V with the def2-TZVPD basis set) of C6H27F4N7O10PS4Ti as an isolated structure.

Structure (ORCA input):
```
! wB97M-V def2-TZVPD RIJCOSX def2/J DEFGRID3
* xyz 0 4
Ti 3.84509 0.75488 6.66592
N 3.15823 -4.36905 6.07765
H 3.26784 -3.71855 6.84246
H 3.68172 -5.21001 6.27477
H 3.51196 -3.96177 5.22378
H 2.21468 -4.48416 5.73626
N 0.76296 -1.36460 2.20441
H 0.29557 -2.25954 2.17735
H 0.26882 -0.83095 2.90521
H 0.80319 -0.96665 1.27697
H 1.71759 -1.49702 2.50650
N 0.05721 2.59563 5.62679
S -1.66983 2.73068 5.56108
O -2.33400 3.82841 4.90545
O -2.30589 2.21631 6.75292
F -1.98374 1.52422 4.53548
S 0.14571 4.10514 5.84711
O -0.34189 4.64301 7.10081
O 0.37509 4.96735 4.67832
F 1.67595 3.92656 6.30518
N -1.34353 -5.28462 3.98736
S -1.69465 -6.21786 2.57796
O -1.22659 -5.39658 1.41130
O -2.93870 -6.91228 2.33618
F -0.45495 -7.36276 2.77822
S -2.79641 -5.29144 4.54610
O -3.30691 -6.51197 5.10022
O -3.83426 -4.54093 3.72126
F -2.53942 -4.33172 5.83520
O 5.03990 -1.88828 2.48838
H 5.34693 -2.08474 1.58192
O 0.77241 0.99740 -2.82981
P 0.09003 1.61776 -3.95066
N 0.58116 0.78802 -5.40472
C -0.21073 0.67950 -6.57697
C 1.80660 -0.08138 -5.53860
N 0.31151 3.32262 -4.12013
C 0.63207 3.99866 -5.34372
C 0.77673 4.01736 -2.85645
N -1.59759 1.50426 -3.99466
C -2.23767 0.26831 -3.53978
C -2.49052 2.41378 -4.64887
H -0.63877 -0.32279 -6.59426
H 0.43799 0.77723 -7.44744
H -0.97405 1.45461 -6.50882
H 1.46904 -1.11775 -5.52914
H 2.51046 -0.02465 -4.70826
H 2.25967 0.07762 -6.51714
H 0.50086 5.08072 -5.33899
H 1.68737 3.96407 -5.61437
H 0.05564 3.56042 -6.15844
H 1.81078 3.72844 -2.66839
H 0.49790 5.06846 -2.78187
H 0.19119 3.65850 -2.01001
H -2.42626 -0.33153 -4.43013
H -1.67076 -0.15073 -2.70844
H -3.25181 0.35373 -3.14951
H -3.09144 3.02484 -3.97537
H -3.22196 1.84827 -5.22618
H -1.97741 3.01747 -5.39746
*
```

Computed properties:
- ⟨S²⟩ = 3.795
- Kohn-Sham gap (alpha / beta) (eV) = 2.88 / 3.99
- DFT total energy (a.u.) = -4562.98873


The following is a DFT calculation (ωB97M-V with the def2-TZVPD basis set) of C4H9N3O as an isolated structure.

Structure (ORCA input):
```
! wB97M-V def2-TZVPD RIJCOSX def2/J DEFGRID3
* xyz 0 1
C 0.93183 -0.42424 -1.25734
C 0.35944 1.05920 -1.31036
C 0.61565 0.36640 0.06761
C -1.47547 0.54985 0.93559
H 2.78500 0.22492 -0.99567
H 2.32329 0.33080 -2.61690
H 0.44620 -1.67961 -1.36890
H -0.67488 1.67247 -1.70374
H 1.04063 1.84254 -1.33336
H 1.36464 0.93018 0.78306
H -0.71599 -2.10536 0.30963
H -1.65200 1.38778 0.09780
H -1.58797 -0.46297 2.56552
N 2.32215 -0.19033 -1.78052
N -0.51766 -0.26310 0.44378
N -2.20237 0.42563 2.00742
O -0.39157 -1.40668 1.11935
*
```

Computed properties:
- Kohn-Sham gap (eV) = 9.48
- energy relative to the best compared isomer or geometry (same formula, charge and spin) (kcal/mol) = 194.6
- DFT total energy (a.u.) = -397.04053


The following is a DFT calculation (ωB97M-V with the def2-TZVPD basis set) of one molecule with the formula CHCl3.

Structure (ORCA input):
```
! wB97M-V def2-TZVPD RIJCOSX def2/J DEFGRID3
* xyz 0 1
Cl 1.51856 0.84745 0.06304
C -0.13088 0.05549 0.14473
Cl 0.17395 -1.64603 0.63788
Cl -0.66806 0.16226 -1.56519
H -0.89357 0.58082 0.71956
*
```

Computed properties:
- Kohn-Sham gap (eV) = 11.55
- energy relative to the best compared isomer or geometry (same formula, charge and spin) (kcal/mol) = 6.6
- SMILES = ClC(Cl)Cl
- DFT total energy (a.u.) = -1419.26139


The following is a DFT calculation (ωB97M-V with the def2-TZVPD basis set) of C25H41AsFeGe2N2OS as an isolated structure.

Structure (ORCA input):
```
! wB97M-V def2-TZVPD RIJCOSX def2/J DEFGRID3
* xyz 2 5
Fe 0.14973 0.35563 -0.42563
C -2.30118 -2.53076 -3.15183
C -1.89305 -1.37805 -2.22629
Ge -0.32273 -1.94557 -1.14851
C -0.86842 -2.90387 0.48045
C -0.97484 -4.40953 0.21848
C 0.91091 -2.96677 -2.23214
C 2.14735 -2.44985 -2.28792
Ge 2.19399 -0.83595 -1.20355
C 3.08109 -0.81471 0.54948
C 4.61266 -0.85574 0.47203
C 2.32706 0.92837 -2.11474
C 3.61029 1.07202 -2.95024
C 3.32415 -2.98476 -2.99988
C 4.56441 -2.36470 -2.87374
C 5.68334 -2.85660 -3.52755
C 5.56919 -3.98502 -4.32434
C 4.33820 -4.61608 -4.46058
C 3.22555 -4.12260 -3.80424
H -3.20560 -2.27303 -3.70279
H -2.50700 -3.44520 -2.59501
H -1.51954 -2.74838 -3.87854
H -2.71434 -1.12239 -1.55137
H -1.66098 -0.48848 -2.81761
H -1.82674 -2.49717 0.81315
H -0.14303 -2.69734 1.26856
H -1.68854 -4.63919 -0.57343
H -1.30580 -4.93293 1.11528
H -0.01098 -4.82841 -0.07108
H 0.65033 -3.89098 -2.74019
H 2.69842 -1.66795 1.11232
H 2.75857 0.08788 1.07712
H 4.96402 -1.78166 0.01979
H 5.03880 -0.79653 1.47285
H 5.01629 -0.02084 -0.10208
H 2.31307 1.71112 -1.34588
H 1.45634 1.07219 -2.76157
H 4.50461 0.97426 -2.33646
H 3.64176 2.05224 -3.42557
H 3.65314 0.31698 -3.73337
H 4.66906 -1.48406 -2.24903
H 6.63922 -2.36356 -3.41506
H 6.43679 -4.37487 -4.83858
H 4.24870 -5.49698 -5.08119
H 2.27566 -4.62670 -3.92140
C -1.79909 1.07550 4.52423
As -1.95150 1.15141 2.62172
C -3.35563 -0.02642 2.05477
C -2.37268 2.95782 2.13693
S -0.02373 0.57418 1.84897
H -2.74021 1.42038 4.95259
H -0.98423 1.72382 4.84042
H -1.60030 0.05066 4.83052
H -4.01318 0.49576 1.36028
H -3.91049 -0.34872 2.93434
H -2.91201 -0.89338 1.56863
H -3.43765 3.12333 2.29638
H -2.12372 3.12072 1.09072
H -1.78980 3.62809 2.76614
N -5.19884 3.66516 -2.02327
C -4.37018 2.98863 -1.21376
O -4.73454 2.27468 -0.29644
C -2.89211 3.14879 -1.45926
C -2.27703 4.33848 -1.82176
C -0.89186 4.38776 -1.87533
C -0.16853 3.25124 -1.57378
N -0.75505 2.09141 -1.23592
C -2.09230 2.05392 -1.17979
H -6.19227 3.57874 -1.87300
H -4.88032 4.14904 -2.84420
H -2.86380 5.22458 -2.02933
H -0.37254 5.29934 -2.13312
H 0.91147 3.26048 -1.60508
H -2.56053 1.12352 -0.87712
*
```

Computed properties:
- ⟨S²⟩ = 6.018
- Kohn-Sham gap (alpha / beta) (eV) = 7.49 / 6.40
- energy relative to the best compared isomer or geometry (same formula, charge and spin) (kcal/mol) = 3.7
- DFT total energy (a.u.) = -9212.94957


Calculated largest force on an atom in order - 0.58, 8.58, 5.94, 2.31, 1.45 eV Å⁻¹